Entry from OMol25: a single C6H10O molecule (ωB97M-V/def2-TZVPD).

Properties
- E: -8427.54790 eV
- Gap between HOMO and LUMO: 9.636 eV
- ΔE to the lowest compared entry with this formula, charge and spin: 356.3 kJ/mol
- Largest force on an atom: 0.0450 Eh/bohr

Geometry (Å):
C  1.350  1.034  -1.803
C  0.665  0.076  -0.776
C  -0.833  0.297  -0.576
C  -0.380  -0.331  0.715
C  -1.186  -0.311  1.981
C  0.493  -1.434  0.161
O  0.860  0.480  0.663
H  1.295  0.725  -2.857
H  2.400  1.201  -1.563
H  0.860  2.034  -1.773
H  -1.058  1.362  -0.417
H  -1.595  -0.188  -1.190
H  -2.130  -0.841  1.816
H  -1.424  0.725  2.248
H  -0.660  -0.779  2.816
H  0.247  -2.257  -0.483
H  1.096  -1.792  1.039

natural (NBO) charges, unit e, in atom order:
1 C -0.64
2 C 0.28
3 C -0.46
4 C 0.21
5 C -0.63
6 C -0.34
7 O -0.57
8 H 0.22
9 H 0.23
10 H 0.22
11 H 0.21
12 H 0.20
13 H 0.22
14 H 0.23
15 H 0.22
16 H 0.19
17 H 0.22